9
Properties=species:S:1:pos:R:3 method="wB97M-V/def2-TZVPD" homo_ev="-6.88 / -7.33" relative_energy_kcal_mol=154.0 orbital_gap_ev="6.7 / 7.7" multiplicity=1
H -2.513 0.174 0.428
C -1.346 -1.376 -0.313
N -1.755 -0.456 0.346
O 1.321 0.079 -0.376
H 2.091 1.669 0.663
S 1.242 -1.307 0.443
H -1.096 -2.085 -0.970
H 0.937 1.923 -0.529
N 1.119 1.379 0.308